48
Properties=species:S:1:pos:R:3:lowdin_charge:R:1 method="wB97M-V/def2-TZVPD" homo_ev=-8.6 homo_lumo_gap_ev=9.346 smiles="CCN(CC)C(=O)N1CCN(C(=O)N(CC)CC)CC1" e_above_lowest_kj_mol=8.3
C -4.335 3.047 -1.410 -0.077
C -3.217 3.592 -0.525 -0.216
N -2.043 2.737 -0.596 -0.075
C -1.096 3.069 -1.647 -0.213
C -0.130 4.179 -1.229 -0.062
C -1.596 2.204 0.598 -0.496
O -2.005 2.567 1.683 0.075
N -0.621 1.232 0.470 -0.051
C 0.065 0.811 1.679 -0.122
C 1.465 0.342 1.285 -0.126
N 1.436 -0.723 0.291 -0.061
C 1.326 -2.014 0.810 -0.494
O 1.064 -2.222 1.979 0.072
N 1.566 -3.035 -0.074 -0.063
C 1.407 -4.379 0.463 -0.205
C 2.584 -4.838 1.320 -0.069
C 2.456 -2.901 -1.211 -0.214
C 1.839 -3.389 -2.522 -0.075
C 0.656 -0.341 -0.871 -0.130
C -0.746 0.123 -0.450 -0.125
H -5.212 3.684 -1.332 0.070
H -4.604 2.042 -1.095 0.074
H -4.025 3.011 -2.452 0.063
H -2.966 4.614 -0.826 0.117
H -3.543 3.614 0.516 0.114
H -0.516 2.190 -1.929 0.092
H -1.674 3.384 -2.519 0.117
H 0.460 3.853 -0.375 0.071
H -0.671 5.078 -0.946 0.070
H 0.541 4.420 -2.050 0.073
H 0.115 1.657 2.364 0.128
H -0.467 -0.011 2.175 0.132
H 1.990 -0.030 2.164 0.126
H 2.025 1.175 0.847 0.126
H 1.257 -5.060 -0.377 0.109
H 0.505 -4.373 1.078 0.121
H 2.705 -4.160 2.160 0.071
H 2.391 -5.837 1.701 0.073
H 3.509 -4.860 0.747 0.063
H 2.749 -1.854 -1.297 0.114
H 3.366 -3.484 -1.019 0.115
H 0.894 -2.893 -2.727 0.063
H 2.523 -3.184 -3.341 0.075
H 1.657 -4.460 -2.491 0.064
H 0.560 -1.185 -1.550 0.099
H 1.180 0.476 -1.378 0.128
H -1.347 0.403 -1.315 0.119
H -1.248 -0.718 0.056 0.140

***

48
Properties=species:S:1:pos:R:3:lowdin_charge:R:1 method="wB97M-V/def2-TZVPD" homo_ev=-9.0 homo_lumo_gap_ev=9.870 smiles="CCN(CC)C(=O)N1CCN(C(=O)N(CC)CC)CC1" e_above_lowest_kj_mol=0.0
C 3.867 -2.643 -0.177 -0.074
C 3.528 -1.372 0.603 -0.211
N 3.658 -0.164 -0.188 -0.061
C 5.014 0.311 -0.420 -0.204
C 5.616 1.043 0.777 -0.069
C 2.674 0.783 -0.278 -0.489
O 2.922 1.959 -0.471 0.069
N 1.368 0.335 -0.097 -0.063
C 0.373 1.373 0.100 -0.132
C -0.809 0.760 0.846 -0.127
N -1.364 -0.324 0.055 -0.062
C -2.663 -0.781 0.266 -0.489
O -2.899 -1.958 0.467 0.069
N -3.654 0.160 0.199 -0.062
C -5.000 -0.320 0.475 -0.204
C -5.638 -1.055 -0.702 -0.069
C -3.553 1.365 -0.601 -0.211
C -3.885 2.637 0.178 -0.074
C -0.368 -1.361 -0.148 -0.133
C 0.816 -0.747 -0.891 -0.127
H 3.657 -3.513 0.440 0.075
H 4.919 -2.663 -0.449 0.064
H 3.282 -2.717 -1.090 0.064
H 2.509 -1.424 0.987 0.108
H 4.203 -1.304 1.465 0.116
H 5.629 -0.549 -0.691 0.109
H 4.972 0.997 -1.268 0.121
H 5.667 0.398 1.652 0.063
H 5.006 1.911 1.012 0.070
H 6.621 1.377 0.535 0.073
H 0.823 2.178 0.681 0.129
H 0.037 1.787 -0.863 0.131
H -1.567 1.512 1.046 0.099
H -0.448 0.367 1.810 0.138
H -5.610 0.537 0.767 0.109
H -4.928 -1.007 1.320 0.121
H -5.031 -1.917 -0.961 0.071
H -6.632 -1.396 -0.425 0.073
H -5.726 -0.408 -1.573 0.063
H -2.543 1.422 -1.009 0.109
H -4.247 1.286 -1.448 0.116
H -4.930 2.651 0.474 0.064
H -3.279 2.724 1.076 0.064
H -3.698 3.505 -0.450 0.075
H -0.819 -2.162 -0.734 0.129
H -0.034 -1.781 0.812 0.131
H 1.574 -1.500 -1.090 0.100
H 0.458 -0.353 -1.855 0.137

***

51
Properties=species:S:1:pos:R:3:lowdin_charge:R:1 method="wB97M-V/def2-TZVPD" homo_ev=-12.0 homo_lumo_gap_ev=9.797 smiles="CNC(=O)[C@@H](CCCC[NH3+])NC(=O)[C@@H](CCC(N)=O)NC(C)=O" charge=+1 e_above_lowest_kj_mol=68.7
C -1.802 -4.353 0.443 -0.037
N -0.936 -3.242 0.843 -0.005
C -0.634 -2.936 2.113 -0.483
O -0.649 -3.762 3.021 0.076
C -0.021 -1.550 2.261 -0.167
C 1.323 -1.598 3.022 -0.093
C 1.631 -0.265 3.781 -0.162
C 2.684 0.620 3.142 -0.172
C 2.695 2.014 3.718 -0.127
N 1.390 2.763 3.365 0.185
N 0.220 -0.699 1.037 0.134
C -0.097 0.608 0.883 -0.361
O -0.466 1.309 1.854 0.010
C -0.164 1.103 -0.612 -0.164
C -1.406 2.054 -0.993 -0.055
C -2.743 1.393 -0.509 -0.082
C -3.132 -0.054 -0.826 -0.471
N -4.379 -0.471 -0.737 0.202
O -2.280 -0.850 -1.335 -0.016
N 1.077 1.714 -1.071 0.100
C 1.831 2.690 -0.641 -0.590
C 2.556 3.660 -1.510 0.027
O 1.799 2.970 0.510 0.050
H -1.334 -5.324 0.877 0.125
H -2.712 -4.100 1.053 0.102
H -1.916 -4.235 -0.621 0.077
H -0.989 -2.418 0.251 0.095
H -0.853 -1.026 2.807 0.174
H 2.081 -1.999 2.333 0.141
H 1.235 -2.270 3.809 0.089
H 0.723 0.145 4.003 0.076
H 2.065 -0.603 4.652 0.092
H 2.368 0.654 2.174 0.060
H 3.767 0.267 3.178 0.163
H 2.903 2.195 4.798 0.144
H 3.563 2.510 3.328 0.115
H 1.419 3.627 3.859 0.142
H 1.239 2.908 2.335 0.111
H 0.527 2.175 3.578 0.157
H 0.621 -1.166 0.273 0.131
H -0.213 0.296 -1.346 0.130
H -1.525 2.051 -2.060 0.114
H -1.175 3.007 -0.648 0.095
H -2.692 1.371 0.501 0.064
H -3.587 2.087 -0.774 0.143
H -4.497 -1.408 -0.913 0.090
H -5.208 0.052 -0.539 0.124
H 1.128 1.578 -2.086 0.163
H 3.373 4.203 -0.960 0.117
H 1.759 4.264 -1.873 0.086
H 3.035 3.130 -2.320 0.082

***

46
Properties=species:S:1:pos:R:3:lowdin_charge:R:1 method="wB97M-V/def2-TZVPD" homo_ev=-12.6 homo_lumo_gap_ev=9.308 smiles="CCCCC[N@H+](CC=O)CCCCCOC(C)=O" charge=+1 e_above_lowest_kj_mol=0.0
C 2.887 -2.797 1.248 -0.093
C 1.930 -2.808 0.049 -0.252
C 2.563 -2.251 -1.230 -0.194
C 2.778 -0.734 -1.243 -0.162
C 1.507 0.087 -1.013 -0.116
N 1.852 1.377 -0.299 -0.079
C 2.035 1.133 1.176 -0.048
C 3.402 1.608 1.649 -0.216
O 4.149 0.877 2.236 0.116
C 0.969 2.557 -0.638 -0.102
C -0.398 2.577 0.027 -0.174
C -1.341 1.405 -0.282 -0.202
C -2.807 1.843 -0.260 -0.162
C -3.774 0.738 -0.660 -0.175
O -4.038 -0.077 0.488 -0.039
C -5.264 -0.707 0.475 -0.511
C -5.208 -2.204 0.576 0.023
O -6.282 -0.077 0.394 0.133
H 3.541 -3.670 1.224 0.083
H 3.519 -1.906 1.282 0.056
H 2.326 -2.860 2.183 0.078
H 1.007 -2.283 0.312 0.088
H 1.626 -3.837 -0.155 0.114
H 3.555 -2.706 -1.323 0.124
H 2.006 -2.564 -2.117 0.118
H 3.524 -0.480 -0.480 0.109
H 3.205 -0.434 -2.204 0.126
H 0.754 -0.434 -0.432 0.107
H 1.063 0.376 -1.966 0.134
H 2.777 1.613 -0.663 0.168
H 1.271 1.667 1.738 0.132
H 1.958 0.065 1.375 0.132
H 3.664 2.660 1.425 0.141
H 0.874 2.576 -1.726 0.141
H 1.532 3.449 -0.351 0.140
H -0.867 3.502 -0.327 0.130
H -0.290 2.720 1.105 0.113
H -1.219 0.643 0.499 0.121
H -1.091 0.917 -1.227 0.106
H -2.940 2.688 -0.943 0.124
H -3.058 2.155 0.757 0.134
H -4.706 1.179 -1.019 0.128
H -3.346 0.110 -1.451 0.131
H -4.205 -2.562 0.795 0.080
H -5.550 -2.618 -0.375 0.098
H -5.887 -2.513 1.370 0.095

***

57
Properties=species:S:1:pos:R:3:lowdin_charge:R:1 method="wB97M-V/def2-TZVPD" homo_ev=-1.8 homo_lumo_gap_ev=3.699 charge=-1 e_above_lowest_kj_mol=233.6
Rb 1.189 0.035 -0.914 0.887
O 2.956 0.059 -3.333 -0.520
C 3.294 1.442 -3.488 -0.460
C 3.267 2.471 -2.256 -0.450
O 2.040 2.710 -1.544 -0.526
H 2.538 1.859 -4.153 0.051
H 4.273 1.544 -3.955 0.057
H 3.647 3.415 -2.648 0.052
H 4.024 2.255 -1.502 0.054
C -0.508 2.588 1.045 -0.025
O -0.439 1.840 2.298 -0.043
C 0.378 2.181 3.401 -0.472
O 0.611 1.441 4.352 0.096
O 0.914 3.427 3.306 -0.017
C 1.842 3.940 4.210 -0.068
H 0.443 2.510 0.519 0.054
H -0.704 3.649 1.200 0.093
H -1.295 2.167 0.419 0.086
H 2.461 3.095 4.513 0.092
H 1.458 4.291 5.169 0.088
H 2.458 4.783 3.899 0.098
C 0.075 -2.162 3.143 -0.020
O -1.293 -1.938 2.908 0.021
C -1.630 -1.418 1.734 -0.599
O -0.889 -1.230 0.757 0.021
O -2.893 -1.237 1.817 0.019
C -3.757 -0.737 0.852 -0.027
H 0.479 -1.229 3.535 0.098
H 0.648 -2.541 2.297 0.073
H 0.082 -2.920 3.927 0.103
H -3.713 -1.463 0.039 0.105
H -3.346 0.202 0.482 0.090
H -4.695 -0.542 1.371 0.103
C -0.188 -4.244 -1.231 -0.042
O 0.593 -4.591 -0.127 0.033
C 1.510 -3.776 0.333 -0.595
O 1.801 -2.712 -0.194 0.025
O 2.229 -4.412 1.278 -0.002
C 3.340 -3.798 1.848 -0.062
H 0.309 -3.495 -1.847 0.105
H -1.195 -3.852 -1.088 0.094
H -0.366 -5.119 -1.856 0.095
H 3.123 -2.745 2.030 0.096
H 4.276 -4.027 1.338 0.108
H 3.433 -4.020 2.911 0.091
C -0.691 2.214 -3.383 -0.033
O -2.068 1.942 -3.509 0.017
C -2.663 0.972 -2.846 -0.595
O -2.170 0.171 -2.072 0.096
O -3.884 0.916 -3.355 -0.001
C -4.904 -0.003 -2.985 -0.038
H -0.131 1.526 -2.750 0.027
H -0.504 3.255 -3.116 0.101
H -0.166 1.980 -4.308 0.100
H -4.674 -1.058 -3.139 0.096
H -5.892 0.184 -3.404 0.089
H -5.036 0.204 -1.924 0.083